(1)
C24H26Br46O3S | ωB97M-V/def2-TZVPD

Cartesian coordinates (Å):
C (0.410, -4.098, 3.091)
C (0.890, -3.126, 1.948)
Br (2.800, -3.373, 1.440)
C (0.561, -1.603, 2.225)
O (1.635, -1.017, 2.969)
S (1.420, -0.826, 4.589)
O (0.016, -1.038, 4.967)
O (2.172, -2.086, 5.478)
C (3.446, -2.445, 5.035)
C (4.386, -1.661, 4.280)
C (5.731, -2.140, 3.841)
C (6.107, -3.492, 4.217)
C (5.176, -4.290, 5.034)
C (3.886, -3.802, 5.440)
H (0.055, -3.509, 3.968)
H (1.246, -4.800, 3.317)
H (-0.442, -4.713, 2.708)
H (0.328, -3.369, 1.004)
H (0.592, -1.134, 1.199)
H (-0.478, -1.439, 2.589)
H (4.083, -0.643, 3.967)
H (6.457, -1.511, 3.206)
H (7.088, -3.877, 3.874)
H (5.512, -5.322, 5.327)
H (3.222, -4.452, 6.062)
C (-1.534, -3.076, -1.884)
Br (0.375, -2.992, -2.171)
Br (-2.042, -4.659, -0.894)
Br (-2.206, -1.464, -1.055)
H (-1.999, -3.147, -2.864)
C (-2.553, -1.044, -5.877)
Br (-0.639, -0.968, -6.144)
Br (-3.078, -2.636, -4.913)
Br (-3.224, 0.558, -5.031)
H (-3.010, -1.101, -6.859)
C (3.495, 0.540, -5.666)
Br (2.874, 2.264, -5.054)
Br (5.367, 0.585, -6.154)
Br (3.119, -0.856, -4.382)
H (2.938, 0.302, -6.566)
C (-2.601, -1.698, 7.162)
Br (-1.646, -0.401, 8.232)
Br (-1.671, -3.391, 7.091)
Br (-4.431, -1.907, 7.754)
H (-2.635, -1.310, 6.150)
C (2.574, -7.556, 2.489)
Br (3.598, -6.239, 3.473)
Br (3.511, -9.244, 2.360)
Br (0.795, -7.781, 3.218)
H (2.458, -7.179, 1.478)
C (6.873, 1.976, 3.844)
Br (5.892, 0.412, 3.254)
Br (6.242, 2.562, 5.571)
Br (8.785, 1.689, 3.823)
H (6.665, 2.774, 3.138)
C (7.017, -8.237, 7.224)
Br (8.096, -7.776, 8.760)
Br (5.309, -8.979, 7.742)
Br (6.807, -6.736, 6.018)
H (7.549, -9.011, 6.681)
C (-0.032, 5.195, -6.562)
Br (-0.740, 3.411, -6.330)
Br (1.245, 5.283, -8.012)
Br (-1.450, 6.490, -6.764)
H (0.504, 5.446, -5.652)
C (-5.463, 5.976, -5.409)
Br (-5.321, 6.899, -7.100)
Br (-4.748, 4.183, -5.513)
Br (-4.661, 6.988, -3.969)
H (-6.520, 5.885, -5.183)
C (0.981, 2.772, 9.295)
Br (0.038, 3.951, 8.087)
Br (2.773, 2.403, 8.680)
Br (0.957, 3.437, 11.111)
H (0.449, 1.827, 9.296)
C (-8.950, 5.212, -8.955)
Br (-10.049, 6.428, -9.978)
Br (-7.249, 4.884, -9.816)
Br (-8.730, 5.809, -7.128)
H (-9.474, 4.262, -8.919)
C (-3.305, 6.696, 8.169)
Br (-4.898, 7.768, 7.945)
Br (-3.719, 4.808, 8.263)
Br (-1.985, 7.079, 6.806)
H (-2.867, 6.973, 9.121)
C (-8.327, 1.298, -6.051)
Br (-10.062, 2.147, -5.945)
Br (-7.274, 2.007, -7.510)
Br (-7.378, 1.387, -4.369)
H (-8.499, 0.249, -6.264)
C (6.576, 3.770, -4.416)
Br (5.528, 5.027, -5.446)
Br (8.268, 3.382, -5.266)
Br (6.807, 4.357, -2.588)
H (6.015, 2.841, -4.384)
C (-8.339, 1.893, -12.177)
Br (-8.964, 1.804, -14.004)
Br (-9.723, 1.398, -10.920)
Br (-6.729, 0.856, -11.914)
H (-8.086, 2.930, -11.977)

Results
- HOMO energy (eV) = -8.90



(2)
C24H26Cl18F3N2O3 | ωB97M-V/def2-TZVPD

Cartesian coordinates (Å):
C (-2.295, -3.831, 3.338)
C (-2.093, -2.640, 2.465)
Cl (-2.874, -1.190, 2.971)
C (-1.360, -2.664, 1.351)
Cl (-0.571, -4.106, 0.877)
N (-1.223, -1.437, 0.528)
C (-1.178, -1.662, -0.964)
C (0.130, -2.206, -1.552)
C (-0.176, -3.337, -2.544)
F (0.817, -1.240, -2.258)
C (-1.665, -0.345, -1.593)
O (-1.592, 0.808, -0.761)
C (-0.506, 0.899, 0.133)
Cl (-0.940, 2.224, 1.252)
C (0.767, 1.339, -0.628)
C (0.499, 2.171, -1.890)
C (-0.135, 3.513, -1.625)
C (-1.439, 3.791, -2.022)
C (-2.041, 5.020, -1.749)
C (-1.313, 5.985, -1.067)
C (-0.002, 5.738, -0.662)
C (0.575, 4.508, -0.952)
C (-0.329, -0.373, 1.054)
N (1.096, -0.625, 1.262)
C (1.626, 0.244, 2.290)
O (2.572, 0.900, 2.131)
F (0.981, 0.207, 3.432)
C (1.559, -1.937, 1.591)
O (1.296, -2.511, 2.587)
F (2.377, -2.466, 0.721)
H (-1.391, -3.991, 3.925)
H (-2.551, -4.701, 2.750)
H (-3.110, -3.649, 4.025)
H (-2.169, -1.044, 0.661)
H (-1.950, -2.398, -1.152)
H (0.813, -2.641, -0.830)
H (-0.924, -4.022, -2.155)
H (0.732, -3.922, -2.655)
H (-0.489, -2.931, -3.500)
H (-2.720, -0.475, -1.825)
H (-1.189, -0.147, -2.550)
H (1.436, 0.528, -0.899)
H (1.334, 1.988, 0.032)
H (-0.052, 1.632, -2.656)
H (1.486, 2.361, -2.314)
H (-2.043, 3.053, -2.534)
H (-3.060, 5.200, -2.047)
H (-1.767, 6.935, -0.821)
H (0.558, 6.483, -0.120)
H (1.587, 4.296, -0.622)
H (-0.770, -0.072, 1.998)
C (3.774, -0.907, -4.291)
Cl (3.180, 0.601, -4.995)
Cl (3.397, -2.283, -5.328)
Cl (5.505, -0.811, -3.978)
H (3.267, -1.053, -3.346)
C (-1.684, 4.130, 4.697)
Cl (-0.499, 2.808, 4.489)
Cl (-0.962, 5.565, 5.399)
Cl (-2.443, 4.539, 3.154)
H (-2.454, 3.777, 5.370)
C (3.304, 4.486, 6.939)
Cl (3.059, 6.140, 7.501)
Cl (1.822, 3.848, 6.220)
Cl (4.638, 4.407, 5.788)
H (3.559, 3.874, 7.794)
C (-4.191, -7.664, 3.753)
Cl (-4.467, -5.970, 4.185)
Cl (-5.638, -8.377, 3.061)
Cl (-2.826, -7.795, 2.636)
H (-3.941, -8.204, 4.657)
C (3.560, -1.653, -9.668)
Cl (3.332, -0.656, -8.231)
Cl (3.425, -3.367, -9.260)
Cl (2.404, -1.219, -10.926)
H (4.556, -1.475, -10.048)

Results
- HOMO energy (eV) = -11.03
- total charge = +1



(3)
C24H26Cl2InN6O4S5 | ωB97M-V/def2-TZVPD

Cartesian coordinates (Å):
In (-0.006, 0.809, -0.127)
C (-4.133, -0.336, 4.069)
C (-2.999, 0.340, 4.830)
S (-1.480, 0.716, 3.919)
C (-1.903, 2.223, 3.029)
C (-2.948, 2.144, 1.923)
S (-2.633, 1.022, 0.529)
C (-3.468, -0.558, 0.881)
C (-2.815, -1.540, 1.857)
S (-3.787, -1.947, 3.329)
H (-4.568, 0.320, 3.316)
H (-4.940, -0.551, 4.774)
H (-2.669, -0.314, 5.638)
H (-3.360, 1.262, 5.292)
H (-0.950, 2.565, 2.621)
H (-2.231, 2.978, 3.746)
H (-3.029, 3.121, 1.445)
H (-3.937, 1.894, 2.301)
H (-3.545, -1.002, -0.113)
H (-4.486, -0.299, 1.174)
H (-1.840, -1.182, 2.160)
H (-2.689, -2.507, 1.365)
N (0.814, -1.674, 2.418)
C (0.427, -2.166, 1.242)
N (-0.010, -1.437, 0.226)
C (-0.366, -2.241, -0.851)
C (-0.196, -3.562, -0.662)
S (0.429, -3.865, 0.920)
C (-0.895, -1.569, -2.038)
C (-1.420, -2.126, -3.147)
S (-1.936, -0.897, -4.241)
C (-1.418, 0.312, -3.123)
N (-0.888, -0.181, -2.024)
N (-1.533, 1.627, -3.387)
H (0.748, -0.674, 2.588)
H (1.059, -2.288, 3.174)
H (-0.396, -4.369, -1.345)
H (-1.537, -3.169, -3.386)
H (-2.074, 1.907, -4.188)
H (-1.542, 2.281, -2.611)
O (5.435, 1.576, 2.395)
C (5.614, 1.108, 1.173)
O (6.702, 0.916, 0.703)
C (4.389, 0.802, 0.361)
C (4.427, 0.339, -0.949)
Cl (5.715, -0.001, -1.983)
N (3.157, 0.158, -1.369)
N (2.293, 0.478, -0.398)
C (3.011, 0.870, 0.646)
C (2.239, 1.258, 1.883)
O (2.830, 1.664, 2.869)
O (0.960, 1.070, 1.814)
C (2.680, -0.349, -2.622)
C (2.217, 0.540, -3.577)
C (1.725, 0.039, -4.773)
C (1.712, -1.331, -4.999)
C (2.188, -2.208, -4.033)
C (2.673, -1.718, -2.830)
H (4.478, 1.668, 2.637)
H (2.255, 1.606, -3.388)
H (1.367, 0.720, -5.534)
H (1.341, -1.716, -5.939)
H (2.189, -3.274, -4.219)
H (3.055, -2.381, -2.064)
Cl (-1.300, 3.828, -0.920)
C (0.229, 2.890, -0.739)
H (0.814, 3.403, 0.022)
H (0.755, 2.976, -1.688)

Results
- energy relative to the best compared isomer or geometry (same formula, charge and spin) (kJ/mol) = 0.00
- HOMO energy (eV) = -11.09
- total charge = +1



Number 1: Kohn-Sham gap 8.282 eV. Number 2: Kohn-Sham gap 7.896 eV. Number 3: Kohn-Sham gap 8.347 eV.